[1]
The following is a DFT calculation (wB97M-V/def2-TZVPD) of a structure of composition C15H51N16O13Tl at a distorted geometry.

Highest occupied orbital energy = -13.012 eV
Charge = +2
Frontier orbital gap = 0.057 hartree
LUMO energy = -11.45 eV
Molecular weight = 868.06 g/mol

Each line ends with the Löwdin charge.
Atoms and positions in Å:
Tl: 29.26 5.36 19.59  0.95
C: 23.28 1.89 17.30  -0.02
C: 23.95 2.52 18.53  -0.46
C: 24.06 1.46 19.64  0.06
O: 25.05 3.30 18.33  0.17
H: 22.31 1.61 17.71  0.09
H: 23.77 0.98 16.95  0.11
H: 23.13 2.60 16.48  0.09
H: 23.10 3.05 18.97  0.21
H: 24.77 0.75 19.21  0.11
H: 23.07 1.01 19.58  0.10
H: 24.32 1.88 20.61  0.12
C: 29.13 -4.52 20.90  -0.31
C: 28.60 -3.42 21.72  -0.29
O: 27.45 -3.76 22.45  -0.05
O: 29.55 -5.69 21.53  -0.03
H: 29.97 -4.07 20.37  0.12
H: 28.40 -4.81 20.14  0.12
H: 28.32 -2.59 21.08  0.12
H: 29.41 -3.04 22.34  0.12
H: 27.62 -4.27 23.24  0.09
H: 30.44 -5.48 21.82  0.09
C: 19.33 6.16 21.74  -0.20
C: 19.31 5.02 22.86  -0.20
O: 20.59 4.89 23.44  -0.09
O: 19.88 5.87 20.46  -0.09
H: 19.84 7.11 21.90  0.12
H: 18.31 6.45 21.49  0.11
H: 19.04 4.03 22.48  0.11
H: 18.62 5.21 23.69  0.11
H: 20.79 3.99 23.70  0.08
H: 20.65 5.30 20.55  0.06
C: 17.58 2.72 15.61  -0.76
O: 16.41 2.85 15.94  0.07
N: 18.56 3.61 15.80  0.14
N: 18.13 1.67 15.11  0.15
H: 18.31 4.49 16.22  0.11
H: 19.47 3.48 15.37  0.09
H: 17.53 0.89 14.91  0.13
H: 19.11 1.55 14.88  0.11
C: 24.96 8.38 16.95  -0.83
O: 26.11 8.06 17.22  0.04
N: 24.06 7.55 16.66  0.18
N: 24.57 9.61 16.92  0.19
H: 23.13 7.88 16.47  0.13
H: 24.29 6.66 17.08  0.12
H: 25.12 10.34 17.36  0.13
H: 23.72 9.81 16.41  0.12
C: 23.40 -3.70 17.49  -0.80
O: 22.98 -3.01 16.59  0.02
N: 24.08 -4.79 17.36  0.15
N: 23.37 -3.50 18.76  0.15
H: 24.46 -5.34 18.12  0.12
H: 24.56 -5.00 16.50  0.12
H: 23.74 -4.19 19.39  0.12
H: 22.79 -2.72 19.05  0.12
C: 22.84 4.65 10.85  -0.89
O: 24.01 4.66 10.73  0.10
N: 22.00 4.66 9.83  0.17
N: 22.21 4.69 11.88  0.18
H: 22.40 4.77 8.91  0.12
H: 21.03 4.38 9.85  0.12
H: 21.27 5.07 11.86  0.14
H: 22.76 4.65 12.73  0.13
C: 21.53 -1.25 11.61  -0.83
O: 21.50 -0.75 10.51  0.10
N: 22.51 -1.31 12.37  0.20
N: 20.52 -2.00 11.99  0.18
H: 23.38 -0.93 12.02  0.15
H: 22.31 -1.82 13.21  0.13
H: 20.45 -2.13 12.99  0.11
H: 19.68 -2.04 11.43  0.13
C: 27.90 2.07 24.40  -0.69
O: 28.03 2.23 23.15  -0.05
N: 27.33 1.04 24.98  0.15
N: 28.32 2.93 25.36  0.14
H: 27.29 0.91 25.98  0.12
H: 27.17 0.24 24.39  0.12
H: 28.82 3.76 25.09  0.11
H: 28.06 2.88 26.33  0.11
C: 29.44 0.26 16.84  -0.84
O: 29.84 1.15 17.52  0.07
N: 30.15 -0.52 16.14  0.18
N: 28.18 -0.08 16.80  0.16
H: 29.70 -0.99 15.36  0.12
H: 31.12 -0.31 15.95  0.14
H: 28.04 -0.89 16.22  0.11
H: 27.41 0.36 17.28  0.11
C: 29.02 5.06 13.77  -0.87
O: 29.42 5.13 14.86  0.09
N: 27.96 4.44 13.32  0.17
N: 29.68 5.45 12.77  0.18
H: 27.43 4.08 14.10  0.11
H: 27.52 4.38 12.42  0.12
H: 30.50 6.03 12.85  0.14
H: 29.13 5.45 11.92  0.12

---

[2]
The following is a DFT calculation (wB97M-V/def2-TZVPD) of a cluster of 11 separate species, C15H52O11 in total at a distorted geometry.

Highest occupied orbital energy = -9.767 eV
Frontier orbital gap = 0.377 hartree
Structure (SMILES) = CC(C)O.CC(C)O.CC(C)O.CO.CO.CO.CO.CO.CO.O.O
LUMO energy = 0.50 eV
Molecular weight = 408.57 g/mol

Each line ends with the Löwdin charge.
Atoms and positions in Å:
C: -1.45 -1.13 -3.55  -0.05
C: -1.22 0.17 -4.29  -0.51
C: -0.06 0.18 -5.29  -0.05
O: -2.35 0.66 -4.97  -0.05
H: -2.37 -1.13 -2.94  0.09
H: -0.68 -1.28 -2.83  0.06
H: -1.38 -1.93 -4.25  0.07
H: -0.99 0.91 -3.50  0.12
H: 0.92 0.14 -4.80  0.06
H: -0.08 1.07 -5.92  0.08
H: -0.16 -0.75 -5.87  0.08
H: -2.95 -0.06 -5.22  0.09
C: 0.82 4.50 -0.43  -0.04
C: 2.33 4.17 -0.37  -0.48
C: 2.65 3.08 0.60  -0.06
O: 2.79 3.77 -1.66  -0.06
H: 0.29 3.61 -0.75  0.07
H: 0.65 5.34 -1.11  0.08
H: 0.52 4.77 0.60  0.09
H: 2.88 5.04 -0.04  0.13
H: 2.64 3.47 1.62  0.09
H: 3.67 2.74 0.43  0.09
H: 1.95 2.25 0.52  0.06
H: 2.33 4.24 -2.37  0.10
C: -2.83 -1.34 2.08  -0.05
C: -2.71 -1.31 3.58  -0.47
C: -1.77 -0.15 4.06  -0.02
O: -3.93 -1.04 4.24  -0.05
H: -1.91 -1.64 1.62  0.06
H: -3.19 -0.35 1.76  0.09
H: -3.58 -2.08 1.83  0.07
H: -2.36 -2.28 3.94  0.13
H: -1.57 0.58 3.29  0.04
H: -0.82 -0.53 4.43  0.06
H: -2.25 0.35 4.91  0.08
H: -4.68 -1.40 3.75  0.08
C: -0.37 0.24 -0.16  -0.13
O: 0.11 0.79 1.08  -0.16
H: -1.46 0.14 -0.29  0.08
H: 0.10 0.80 -0.99  0.06
H: 0.14 -0.73 -0.23  0.07
H: -0.37 1.58 1.35  0.02
C: -2.54 3.36 0.64  -0.16
O: -1.76 2.83 1.66  -0.14
H: -2.78 4.43 0.89  0.10
H: -2.00 3.26 -0.28  0.06
H: -3.51 2.84 0.50  0.09
H: -2.31 2.86 2.46  0.10
C: 2.96 -1.78 -3.11  -0.14
O: 2.89 -1.57 -1.71  -0.15
H: 1.95 -1.73 -3.47  0.06
H: 3.48 -0.94 -3.60  0.09
H: 3.27 -2.79 -3.35  0.09
H: 3.75 -1.95 -1.44  0.11
C: -2.45 -3.90 -0.29  -0.16
O: -3.52 -3.18 -0.90  -0.13
H: -1.55 -3.24 -0.22  0.06
H: -2.73 -4.10 0.72  0.06
H: -2.17 -4.81 -0.83  0.09
H: -3.67 -3.57 -1.75  0.06
C: 2.90 0.55 3.60  -0.16
O: 3.61 -0.61 3.94  -0.12
H: 3.39 1.43 4.00  0.07
H: 2.81 0.60 2.51  0.07
H: 1.91 0.55 4.02  0.07
H: 4.50 -0.53 3.60  0.08
C: 1.17 -2.59 2.88  -0.11
O: 0.46 -3.52 2.03  -0.15
H: 1.06 -1.60 2.41  0.07
H: 0.68 -2.54 3.85  0.07
H: 2.24 -2.83 2.99  0.08
H: 0.27 -4.34 2.52  0.10
O: 0.86 -3.46 -0.77  -0.07
H: 0.59 -3.43 0.16  -0.02
H: 1.33 -2.64 -0.91  -0.02
O: 2.47 1.13 -2.57  -0.08
H: 2.52 0.39 -1.93  0.01
H: 2.64 1.95 -2.06  0.00

---

[3]
The following is a DFT calculation (wB97M-V/def2-TZVPD) of a cluster of 11 separate species, C15H52O15 in total at a distorted geometry.

Highest occupied orbital energy = -9.876 eV
Frontier orbital gap = 0.366 hartree
Structure (SMILES) = OCCO.OCCO.OCCO.OCCO.CO.CO.CO.CO.CO.CO.CO
LUMO energy = 0.09 eV
Molecular weight = 472.57 g/mol

Each line ends with the Löwdin charge.
Atoms and positions in Å:
O: 3.38 8.33 -3.42  -0.07
C: 3.16 8.52 -2.02  -0.23
C: 1.79 7.95 -1.46  -0.20
O: 1.81 6.52 -1.48  -0.10
H: 2.66 8.72 -3.90  0.08
H: 4.05 8.25 -1.45  0.12
H: 3.12 9.59 -1.82  0.10
H: 0.92 8.23 -2.05  0.11
H: 1.61 8.17 -0.40  0.11
H: 2.37 6.15 -0.79  0.08
O: 5.55 -4.29 0.54  -0.09
C: 6.97 -4.09 0.86  -0.21
C: 7.19 -4.36 2.36  -0.22
O: 6.84 -3.18 3.12  -0.08
H: 5.46 -4.42 -0.40  0.07
H: 7.55 -4.81 0.28  0.11
H: 7.37 -3.13 0.55  0.11
H: 8.24 -4.61 2.55  0.11
H: 6.57 -5.16 2.77  0.12
H: 5.91 -3.21 3.32  0.08
O: 1.95 -5.21 7.03  -0.08
C: 1.02 -5.77 6.02  -0.20
C: -0.35 -5.08 5.93  -0.22
O: -1.14 -5.44 7.11  -0.09
H: 1.70 -5.52 7.90  0.07
H: 1.47 -5.64 5.03  0.11
H: 0.80 -6.81 6.26  0.11
H: -0.94 -5.39 5.07  0.11
H: -0.21 -4.00 5.92  0.11
H: -2.06 -5.23 6.92  0.07
O: -8.83 -5.85 0.32  -0.07
C: -8.14 -5.06 -0.62  -0.24
C: -6.56 -5.14 -0.37  -0.24
O: -5.89 -4.36 -1.33  -0.07
H: -8.93 -6.72 -0.08  0.08
H: -8.37 -5.37 -1.64  0.11
H: -8.41 -4.01 -0.57  0.11
H: -6.23 -6.17 -0.53  0.11
H: -6.33 -5.00 0.69  0.11
H: -5.83 -3.46 -1.00  0.08
C: 0.95 -0.45 0.67  -0.15
O: 2.08 -0.84 1.47  -0.13
H: 0.19 -1.22 0.83  0.07
H: 0.52 0.52 0.90  0.07
H: 1.21 -0.38 -0.39  0.07
H: 2.60 -1.45 0.94  0.07
C: -2.71 5.20 -5.31  -0.14
O: -2.68 4.44 -4.07  -0.14
H: -3.08 6.20 -5.10  0.07
H: -1.65 5.29 -5.54  0.07
H: -3.24 4.71 -6.13  0.08
H: -1.83 4.63 -3.68  0.06
C: -0.91 -3.54 -6.18  -0.16
O: -2.34 -3.54 -6.23  -0.13
H: -0.58 -4.46 -6.67  0.07
H: -0.50 -2.67 -6.70  0.07
H: -0.55 -3.55 -5.15  0.07
H: -2.64 -3.65 -5.33  0.07
C: -3.20 2.85 5.25  -0.16
O: -3.14 3.39 6.58  -0.13
H: -2.51 3.46 4.66  0.07
H: -2.76 1.85 5.27  0.07
H: -4.15 2.87 4.73  0.08
H: -2.24 3.34 6.91  0.07
C: -7.35 1.66 -0.50  -0.20
O: -6.05 1.22 -0.59  -0.12
H: -7.32 2.71 -0.22  0.08
H: -7.92 1.56 -1.43  0.08
H: -7.81 1.13 0.34  0.08
H: -5.48 1.79 -1.12  0.08
C: 3.22 2.13 -5.50  -0.17
O: 3.91 1.41 -6.51  -0.13
H: 3.43 1.63 -4.55  0.08
H: 3.61 3.14 -5.38  0.07
H: 2.15 2.12 -5.69  0.07
H: 4.04 1.93 -7.30  0.07
C: 5.89 3.60 1.83  -0.18
O: 4.52 3.55 2.14  -0.12
H: 6.20 2.67 1.36  0.08
H: 6.14 4.43 1.16  0.07
H: 6.43 3.76 2.77  0.07
H: 4.31 2.62 2.28  0.07

---

[4]
The following is a DFT calculation (wB97M-V/def2-TZVPD) of a cluster of 12 separate species, C15H54N12O12 in total at a distorted geometry.

Highest occupied orbital energy = -7.868 eV
Frontier orbital gap = 0.267 hartree
Structure (SMILES) = NC(N)=O.NC(N)=O.NC(N)=O.NC(N)=O.NC(N)=O.NC(N)=O.CCO.CCO.CCO.CO.CO.CO
LUMO energy = -0.60 eV
Molecular weight = 594.67 g/mol

Each line ends with the Löwdin charge.
Atoms and positions in Å:
N: -12.06 -5.51 -1.51  0.21
C: -13.29 -5.16 -1.56  -0.65
N: -13.43 -3.91 -1.26  0.14
O: -14.39 -5.94 -1.82  -0.11
H: -11.94 -6.56 -1.52  0.16
H: -11.45 -4.89 -1.16  0.03
H: -14.39 -3.52 -1.15  0.15
H: -12.66 -3.23 -1.28  0.06
N: -11.73 0.40 -0.22  0.15
C: -12.44 -0.54 -0.66  -0.71
N: -13.66 -0.49 -0.33  0.19
O: -12.00 -1.53 -1.50  -0.11
H: -10.68 0.25 -0.38  0.07
H: -12.19 1.28 0.08  0.16
H: -14.32 -1.16 -0.70  0.13
H: -14.17 0.08 0.36  0.06
N: -9.22 -5.31 4.30  0.17
C: -8.74 -5.67 5.40  -0.68
N: -8.40 -6.94 5.45  0.12
O: -8.66 -4.85 6.53  -0.16
H: -9.53 -4.35 4.42  0.04
H: -9.48 -5.90 3.49  0.11
H: -7.92 -7.24 6.36  0.14
H: -8.69 -7.77 4.88  0.12
N: -13.84 1.09 3.98  0.14
C: -13.72 0.54 2.72  -0.56
N: -12.53 0.07 2.51  0.16
O: -14.72 0.61 1.84  -0.08
H: -14.68 1.73 4.10  0.15
H: -13.02 1.24 4.54  0.09
H: -12.34 -0.23 1.53  0.07
H: -11.98 -0.44 3.14  0.03
N: -10.53 -0.61 4.12  0.12
C: -9.74 -1.65 4.10  -0.53
N: -8.66 -1.49 3.40  0.19
O: -10.02 -2.82 4.88  -0.12
H: -11.26 -0.76 4.87  0.16
H: -10.38 0.33 3.87  0.11
H: -8.02 -2.26 3.33  0.13
H: -8.53 -0.73 2.72  0.07
N: -9.23 -0.04 -0.95  0.14
C: -8.48 0.35 -0.03  -0.60
N: -7.99 1.53 -0.32  0.16
O: -8.08 -0.44 1.05  -0.12
H: -9.27 -1.06 -0.97  0.10
H: -9.55 0.46 -1.80  0.18
H: -7.15 1.82 0.29  0.17
H: -8.50 2.22 -0.83  0.11
C: -7.45 -5.35 0.63  -0.09
C: -7.50 -5.97 -0.73  -0.30
O: -8.78 -6.53 -1.02  -0.08
H: -6.43 -5.02 0.87  0.09
H: -7.79 -6.05 1.39  0.07
H: -8.10 -4.48 0.76  0.05
H: -6.76 -6.74 -0.86  0.11
H: -7.31 -5.18 -1.47  0.09
H: -8.91 -7.29 -0.45  0.05
C: -10.59 -3.11 1.12  -0.05
C: -12.01 -3.09 1.71  -0.24
O: -12.83 -4.24 1.49  -0.08
H: -10.20 -2.11 1.03  0.05
H: -10.47 -3.51 0.11  0.06
H: -9.94 -3.64 1.85  0.07
H: -12.46 -2.28 1.28  0.05
H: -11.83 -2.89 2.74  0.09
H: -13.03 -4.16 0.57  0.02
C: -15.64 -8.46 1.42  -0.09
C: -14.64 -7.36 1.66  -0.28
O: -15.09 -6.14 1.00  -0.07
H: -15.26 -9.44 1.78  0.09
H: -15.96 -8.69 0.43  0.06
H: -16.54 -8.19 1.86  0.05
H: -13.58 -7.60 1.42  0.09
H: -14.65 -7.30 2.77  0.11
H: -14.51 -5.42 1.21  0.02
C: -8.84 -3.21 -2.51  -0.14
O: -8.39 -2.81 -1.25  -0.13
H: -9.33 -2.41 -3.01  0.06
H: -9.48 -4.07 -2.51  0.07
H: -7.99 -3.39 -3.18  0.09
H: -7.45 -2.78 -1.31  0.08
C: -10.80 -7.00 1.45  -0.18
O: -11.06 -7.04 2.82  -0.11
H: -9.98 -7.60 1.15  0.06
H: -10.57 -5.96 1.15  0.08
H: -11.61 -7.32 0.90  0.04
H: -11.80 -6.41 2.94  0.06
C: -12.62 -4.73 5.20  -0.12
O: -13.12 -5.43 4.05  -0.13
H: -12.39 -3.72 5.05  0.04
H: -11.70 -5.11 5.54  0.06
H: -13.27 -4.75 6.06  0.08
H: -13.12 -4.87 3.24  0.05

---

[5]
The following is a DFT calculation (wB97M-V/def2-TZVPD) of a structure of composition C15H56BaO15 at a distorted geometry.

Highest occupied orbital energy = -8.435 eV
Frontier orbital gap = 0.284 hartree
LUMO energy = -0.70 eV
Molecular weight = 613.93 g/mol

Each line ends with the Löwdin charge.
Atoms and positions in Å:
Ba: -24.85 -0.04 -19.44  2.03
O: -26.78 -1.20 -17.32  -0.40
C: -26.96 -0.24 -16.33  -0.33
C: -25.90 0.93 -16.10  -0.30
O: -25.32 1.65 -17.19  -0.47
H: -27.05 -0.63 -15.32  0.08
H: -27.93 0.25 -16.43  0.08
H: -25.11 0.51 -15.47  0.08
H: -26.42 1.61 -15.43  0.09
C: -21.45 2.23 -19.62  -0.17
O: -22.50 1.58 -19.01  -0.25
H: -20.49 2.07 -19.13  0.09
H: -21.27 1.96 -20.66  0.08
H: -21.52 3.32 -19.64  0.09
H: -22.46 1.73 -18.06  0.01
C: -25.60 4.94 -16.00  -0.18
O: -24.58 4.26 -16.65  -0.12
H: -25.41 4.93 -14.93  0.06
H: -25.71 5.95 -16.38  0.08
H: -26.56 4.44 -16.10  0.05
H: -24.84 3.36 -16.85  0.00
C: -28.62 3.17 -18.10  -0.12
O: -27.27 3.35 -18.47  -0.13
H: -29.36 3.71 -18.68  0.09
H: -28.98 2.15 -18.22  0.06
H: -28.72 3.48 -17.06  0.07
H: -26.66 2.87 -17.91  0.02
C: -28.76 -0.35 -20.35  -0.14
O: -27.65 0.13 -19.66  -0.26
H: -29.72 -0.10 -19.91  0.09
H: -28.72 0.04 -21.37  0.09
H: -28.67 -1.42 -20.50  0.08
H: -27.68 -0.19 -18.76  0.01
C: -26.45 -3.88 -20.03  -0.08
O: -26.05 -2.55 -19.63  -0.32
H: -26.21 -4.57 -19.22  0.08
H: -27.53 -3.86 -20.22  0.08
H: -25.93 -4.09 -20.97  0.08
H: -26.44 -2.33 -18.78  -0.02
C: -25.29 2.31 -12.54  -0.16
O: -24.72 2.48 -11.24  -0.10
H: -24.68 1.68 -13.20  0.05
H: -26.24 1.78 -12.49  0.06
H: -25.48 3.25 -13.06  0.07
H: -23.86 2.87 -11.41  0.07
C: -27.14 -1.79 -12.49  -0.15
O: -26.33 -2.87 -12.03  -0.12
H: -27.91 -1.47 -11.79  0.08
H: -26.44 -0.99 -12.75  0.07
H: -27.64 -2.07 -13.42  0.05
H: -25.58 -2.89 -12.64  0.07
C: -22.31 1.13 -15.03  -0.09
O: -22.49 1.52 -16.42  -0.15
H: -21.26 1.14 -14.74  0.08
H: -22.80 1.86 -14.38  0.07
H: -22.75 0.15 -14.86  0.08
H: -23.43 1.67 -16.54  0.02
C: -29.52 -3.48 -16.22  -0.15
O: -28.98 -3.13 -17.48  -0.15
H: -28.99 -4.39 -15.95  0.06
H: -29.20 -2.71 -15.51  0.06
H: -30.60 -3.62 -16.27  0.09
H: -28.32 -2.43 -17.39  0.01
C: -28.74 3.04 -14.07  -0.18
O: -29.73 4.01 -13.85  -0.09
H: -29.09 2.22 -14.70  0.07
H: -27.84 3.44 -14.53  0.05
H: -28.34 2.60 -13.15  0.07
H: -29.30 4.63 -13.25  0.08
C: -25.00 3.36 -21.39  -0.11
O: -25.44 2.49 -20.33  -0.30
H: -24.58 4.25 -20.92  0.09
H: -24.24 2.85 -21.98  0.08
H: -25.78 3.76 -22.04  0.08
H: -25.96 3.03 -19.73  0.03
C: -30.77 -0.16 -16.31  -0.16
O: -32.18 -0.43 -16.28  -0.10
H: -30.51 0.90 -16.29  0.06
H: -30.24 -0.55 -15.44  0.07
H: -30.24 -0.62 -17.15  0.06
H: -32.56 -0.13 -17.10  0.07
C: -25.98 -4.35 -16.01  -0.17
O: -25.09 -3.34 -16.41  -0.12
H: -26.49 -3.97 -15.13  0.07
H: -26.81 -4.62 -16.67  0.06
H: -25.47 -5.30 -15.81  0.08
H: -25.62 -2.67 -16.85  0.01

---

Question: Which value of LUMO energy does entry 2 give?
Answer: 0.50 eV

---

Question: Which value of LUMO energy does entry 3 give?
Answer: 0.09 eV

---

Question: Which of these has the highest highest occupied orbital energy?
Answer: C15H54N12O12